Entry 1
DFT (the ωB97M-V functional and the def2-TZVPD basis) results for 2 unconnected molecules or ions with the total composition C4H12N4O.

Geometry as XYZ:
```
21
Properties=species:S:1:pos:R:3
N 0.366 -0.852 1.920
H 2.881 0.071 0.828
N -1.389 -0.223 -0.362
C 1.886 0.441 0.574
N -0.668 -0.118 -2.589
H -0.648 1.979 0.212
N 0.001 -1.897 -1.320
O 0.147 -2.550 -0.134
H -1.324 -0.745 0.505
H -1.889 1.724 -1.006
H 0.234 -1.883 0.778
H 1.977 1.497 0.333
C -0.634 -0.754 -1.353
H 1.522 -0.100 -0.296
H -0.058 -0.563 -3.266
H 1.084 0.989 2.544
C 0.985 0.253 1.741
H -0.559 0.888 -2.574
H -2.296 1.450 0.705
H -0.102 -0.974 2.811
C -1.517 1.369 -0.051
```

- Net charge: 0



Entry 2
DFT (the ωB97M-V functional and the def2-TZVPD basis) results for a single C4H12N4O molecule.

Geometry as XYZ:
```
21
Properties=species:S:1:pos:R:3
H -0.688 -2.196 -0.464
O -1.523 -0.372 1.412
H 0.335 -1.959 0.508
N 0.794 1.327 -0.038
H -2.255 -1.781 -0.963
H -2.852 0.684 -0.676
H 3.151 -0.857 0.690
C -1.286 -1.306 -0.891
H 2.449 2.460 -0.190
N 2.370 -1.434 0.079
H 2.262 -1.174 -0.944
C -1.149 -0.075 0.055
N 1.138 -1.080 0.679
H -1.493 1.999 -0.972
C -1.915 1.250 -0.154
H -1.741 0.474 1.819
H -2.462 1.904 0.779
H -0.559 -0.967 -1.830
H 2.630 1.529 0.965
C 0.457 0.091 0.187
N 2.337 1.480 -0.052
```

- Net charge: 0



Entry 3
DFT (the ωB97M-V functional and the def2-TZVPD basis) results for a single C4H12N4O molecule.

Geometry as XYZ:
```
21
Properties=species:S:1:pos:R:3
H -0.798 -1.143 0.900
H 0.898 -0.204 3.168
N 1.449 0.029 0.041
C -2.375 0.673 -0.511
H 2.214 -1.397 -1.145
H 0.536 1.097 2.126
H -0.355 -1.964 -0.416
C 0.260 0.999 -0.725
O 0.702 1.434 -1.788
H -2.364 0.943 0.544
H -0.001 1.685 0.098
C 1.376 -0.533 1.222
N 2.377 -0.430 -0.875
C -1.154 -0.160 -0.853
H -2.393 1.585 -1.105
N 0.670 0.099 2.234
H 2.141 -1.251 1.509
H 2.268 0.164 -1.700
H -1.091 -0.393 -1.917
N -1.079 -1.338 -0.080
H -3.282 0.104 -0.726
```

- Net charge: 0



Entry 4
DFT (the ωB97M-V functional and the def2-TZVPD basis) results for 2 unconnected molecules or ions with the total composition C4H12N4O.

Geometry as XYZ:
```
21
Properties=species:S:1:pos:R:3
N -0.003 1.504 1.060
O 2.336 0.913 -1.119
H -2.282 0.640 -0.192
H 2.485 -0.836 0.063
H -2.649 1.374 1.360
C 0.609 -0.723 -0.942
C 1.840 -0.283 -0.603
H 3.285 0.827 -1.258
H 0.256 0.806 -2.206
N 0.195 -2.031 -0.669
H 0.990 1.436 1.223
H 0.532 -2.394 0.213
H -2.750 -0.389 1.183
C -2.204 0.501 0.886
H -0.814 -2.117 -0.675
H 0.549 -0.576 2.330
H -0.609 -0.585 -2.562
H -0.361 2.173 0.396
C -0.762 0.364 1.285
N -0.212 -0.009 -1.830
N -0.432 -0.593 2.057
```

- Net charge: 0



Calculated relative energies: entry 1 0.0898; entry 2 0.1934; entry 3 0.0821; entry 4 0.0000, given in hartree



Entry 1
DFT (the ωB97M-V functional and the def2-TZVPD basis) results for a single C4H4S2 molecule.

Geometry as XYZ:
```
10
Properties=species:S:1:pos:R:3
H 0.027 2.068 -0.753
H -2.497 1.787 -0.053
C -1.948 -0.260 0.037
C 0.540 0.130 0.013
H 0.022 1.966 0.926
C -1.746 1.027 -0.063
C -0.306 1.388 0.031
S 2.162 0.047 -0.013
H -2.932 -0.776 -0.030
S -0.529 -1.219 0.000
```

- Net charge: 0



Entry 2
DFT (the ωB97M-V functional and the def2-TZVPD basis) results for a single C4H4S2 molecule.

Geometry as XYZ:
```
10
Properties=species:S:1:pos:R:3
C 0.111 0.774 -0.796
C -0.556 -0.080 0.367
C 0.201 -0.928 1.230
H -0.120 -1.021 2.392
S -0.528 1.738 -1.945
S 1.519 -1.814 1.117
H 1.044 0.273 -0.749
H -2.366 0.076 1.606
C -1.767 0.363 0.837
H -2.346 1.110 0.168
```

- Net charge: 0



Entry 3
DFT (the ωB97M-V functional and the def2-TZVPD basis) results for a molecular structure, C4H4S2.

Geometry as XYZ:
```
10
Properties=species:S:1:pos:R:3
H 0.366 -1.220 1.427
C 1.368 -0.701 -1.266
C 0.258 -0.028 -0.417
C -0.303 -0.572 0.880
S 0.593 -0.588 -2.766
H -0.817 1.579 0.732
H -1.333 -0.901 0.882
C -0.012 0.881 0.879
H 0.857 1.250 1.397
S -0.978 0.300 -1.750
```

- Net charge: 0



Calculated relative energies: entry 1 0.0000; entry 2 0.0925; entry 3 0.1181, given in hartree



Entry 1
DFT (the ωB97M-V functional and the def2-TZVPD basis) results for 2 unconnected molecules or ions with the total composition C5H11O3.

Geometry as XYZ:
```
19
Properties=species:S:1:pos:R:3
H -2.080 1.026 0.251
O 1.829 -0.041 1.326
H -0.205 1.612 1.666
H 0.469 -0.795 -1.512
C -0.659 -2.023 0.098
C -0.049 1.428 0.595
H 1.057 -0.577 1.573
C 1.392 0.851 0.302
O 0.700 -0.397 -2.386
C -1.116 -0.844 0.637
H -0.014 0.235 -2.404
H -0.012 2.442 0.133
O -0.770 -3.210 0.514
H -0.127 -2.069 -0.894
C -1.111 0.546 -0.010
H 2.008 1.772 0.236
H -1.150 0.492 -1.092
H 1.466 0.314 -0.619
H -1.628 -0.760 1.586
```

- Net charge: -1



Entry 2
DFT (the ωB97M-V functional and the def2-TZVPD basis) results for 2 unconnected molecules or ions with the total composition C5H11O3.

Geometry as XYZ:
```
19
Properties=species:S:1:pos:R:3
H -0.709 -0.863 0.530
H 0.038 0.074 3.043
H 1.223 1.255 -0.599
C -0.499 0.480 2.163
H -1.482 0.121 2.513
C -0.646 0.961 -1.393
O -1.130 2.009 -1.898
H 1.371 -1.623 1.857
C 0.225 1.102 -0.165
C 1.350 -0.793 1.142
H -0.746 -0.863 -3.658
H -0.405 1.560 2.270
H 1.805 -1.025 0.202
H 0.019 1.987 0.424
H 1.904 -0.094 1.793
O -0.927 -0.179 -1.880
H -0.720 -2.244 -3.169
O -0.691 -1.777 -4.003
C 0.018 -0.088 0.825
```

- Net charge: -1



Entry 3
DFT (the ωB97M-V functional and the def2-TZVPD basis) results for 2 unconnected molecules or ions with the total composition C5H11O3.

Geometry as XYZ:
```
19
Properties=species:S:1:pos:R:3
O -2.306 1.759 -1.994
C 0.765 -2.012 1.210
H 4.380 0.742 0.291
C -1.543 1.594 -0.722
H -1.509 0.622 1.137
H 0.946 -2.911 1.848
H 0.045 -0.280 -0.778
H -0.549 1.767 -1.110
H -1.145 -2.677 0.734
O 1.823 -1.292 1.215
H 2.876 1.035 0.196
C -0.844 -0.854 -0.450
O 3.725 1.429 0.414
C -1.742 0.311 0.101
H -2.652 2.644 -1.979
H -2.781 0.004 -0.022
H -1.872 2.454 -0.122
H -1.336 -1.295 -1.293
C -0.439 -1.862 0.572
```

- Net charge: -1



Entry 4
DFT (the ωB97M-V functional and the def2-TZVPD basis) results for 2 unconnected molecules or ions with the total composition C5H11O3.

Geometry as XYZ:
```
19
Properties=species:S:1:pos:R:3
H 0.890 0.833 -2.636
H 1.385 1.472 0.409
H 0.825 -1.332 -0.802
H 1.658 2.456 -0.694
C -0.609 0.686 -1.335
H -1.138 -0.249 -1.482
H -1.034 1.370 -1.973
H -0.693 0.138 2.209
H -0.622 0.866 -0.283
O -0.236 -1.714 0.525
C -1.250 -1.742 1.160
C 0.887 0.572 -1.636
H -2.165 -0.712 2.869
C -1.146 -0.823 2.467
O 1.406 -0.780 -1.567
H 2.836 1.173 -0.916
O -2.268 -2.515 1.040
C 1.672 1.352 -0.731
H -0.396 -1.050 3.376
```

- Net charge: -1



Calculated relative energies: entry 1 0.0758; entry 2 0.0000; entry 3 0.0701; entry 4 0.0593, given in hartree



Entry 1
DFT (the ωB97M-V functional and the def2-TZVPD basis) results for 2 unconnected molecules or ions with the total composition C5H11O3.

Geometry as XYZ:
```
19
Properties=species:S:1:pos:R:3
H -0.820 -1.554 3.392
H 1.039 2.198 -1.565
H 0.961 1.085 -0.274
H -0.802 -0.536 -0.194
C -0.277 0.563 -2.021
C 0.985 1.115 -1.357
O 1.577 -1.992 2.378
H -0.917 -0.626 1.739
O -1.251 1.582 -2.095
H 1.918 0.681 -1.856
C 1.162 -0.811 2.447
O 1.703 0.281 2.268
H -0.170 0.379 -3.165
H -0.554 0.178 3.328
C -0.486 -0.756 2.755
H -0.056 -1.490 -1.506
H -1.582 -1.272 -1.771
C -0.775 -0.678 -1.283
H -1.654 1.653 -1.219
```

- Net charge: -1



Entry 2
DFT (the ωB97M-V functional and the def2-TZVPD basis) results for 2 unconnected molecules or ions with the total composition C5H11O3.

Geometry as XYZ:
```
19
Properties=species:S:1:pos:R:3
C -1.047 -2.546 0.251
C 1.611 0.770 -0.055
C -0.342 -1.845 1.416
H -1.558 -1.853 -0.420
O -0.374 1.793 0.913
H -1.868 -3.073 0.749
H -0.899 2.454 -1.834
O -0.856 -0.719 1.695
H -0.523 0.926 1.364
H -1.093 0.796 -1.458
H 2.395 1.297 0.483
H 0.825 2.772 -0.250
C -0.336 1.571 -1.530
H 1.253 -0.046 0.561
C 0.428 1.743 -0.237
O 0.590 -2.407 2.013
H 0.337 1.289 -2.344
H 1.970 0.400 -1.013
H -0.512 -3.322 -0.304
```

- Net charge: -1



Calculated relative energies: entry 1 0.0400; entry 2 0.0000, given in hartree



Entry 1
DFT (the ωB97M-V functional and the def2-TZVPD basis) results for 2 unconnected molecules or ions with the total composition C5H11O3.

Geometry as XYZ:
```
19
Properties=species:S:1:pos:R:3
O -1.716 0.644 1.614
H -0.336 -0.192 -2.159
H 2.730 0.712 -1.664
O -2.867 0.389 -0.303
H 0.399 1.476 0.271
C -1.852 0.248 0.434
H 2.503 1.899 -0.138
H 1.047 -0.972 -1.296
C 0.691 1.159 -0.868
C 2.178 1.515 -1.129
H -1.128 -1.827 2.525
C -0.651 -0.739 0.006
H 0.055 1.862 -1.294
H -1.427 -3.203 3.411
C 0.137 -0.306 -1.158
O -0.756 -2.565 2.958
H 0.136 -0.791 0.786
H -1.264 -1.716 -0.198
H 2.123 2.406 -1.797
```

- Net charge: -1



Entry 2
DFT (the ωB97M-V functional and the def2-TZVPD basis) results for 2 unconnected molecules or ions with the total composition C5H11O3.

Geometry as XYZ:
```
19
Properties=species:S:1:pos:R:3
H -0.940 -2.332 0.294
C 1.062 2.236 1.825
H -0.738 -0.604 1.048
C -1.195 -0.704 -1.082
C -1.234 -1.268 0.346
H 0.765 -1.462 -1.596
H -2.171 -1.494 0.868
C -0.255 -1.465 -2.018
C 1.690 0.946 1.225
H 0.033 -0.787 -2.835
O 2.212 0.124 1.984
O -0.827 0.672 -0.996
O 1.600 0.860 -0.040
H -0.620 -2.417 -2.357
H 1.521 3.137 1.440
H 0.149 0.812 -0.912
H 0.039 2.242 1.436
H 1.092 2.038 2.894
H -2.183 -0.535 -1.524
```

- Net charge: -1



Calculated relative energies: entry 1 0.0295; entry 2 0.0000, given in hartree



Entry 1
DFT (the ωB97M-V functional and the def2-TZVPD basis) results for 2 unconnected molecules or ions with the total composition C5H14O.

Geometry as XYZ:
```
20
Properties=species:S:1:pos:R:3
H -1.044 2.106 0.261
H 1.684 1.979 1.733
H -0.884 -3.166 -0.918
H 0.520 1.824 -0.465
H -2.159 -1.941 -0.917
C 0.239 -0.653 -1.569
C -1.273 -2.296 -0.386
C 0.020 2.330 0.349
H 0.352 2.603 2.487
H -1.550 -2.749 0.571
H 0.300 3.367 0.190
O 0.893 -1.878 0.422
H 0.028 -1.295 -2.422
C -0.234 -1.232 -0.244
H 0.360 0.934 2.079
H 1.691 -1.437 0.118
C 0.596 1.927 1.691
H -0.334 0.240 -1.868
H -0.444 -0.407 0.433
H 1.239 -0.254 -1.545
```

- Net charge: 0



Entry 2
DFT (the ωB97M-V functional and the def2-TZVPD basis) results for 2 unconnected molecules or ions with the total composition C5H14O.

Geometry as XYZ:
```
20
Properties=species:S:1:pos:R:3
O -1.757 0.916 4.395
H -0.271 -2.250 -5.415
C 1.921 -1.339 -4.097
H -0.394 1.869 7.324
H 0.976 0.503 -4.845
H 2.725 -0.838 -3.546
H 0.369 2.037 5.865
C -0.085 -1.183 -5.578
H 1.725 -2.238 -3.504
H 0.152 -0.310 -3.601
C -0.366 1.386 6.338
H 2.443 -1.733 -4.980
H -1.000 -0.660 -5.873
C 0.737 -0.502 -4.506
H -0.016 0.375 6.521
H -1.971 2.563 5.410
H -1.496 0.001 4.550
H 0.523 -1.273 -6.485
C -1.717 1.546 5.697
H -2.499 1.129 6.328
```

- Net charge: 0



Entry 3
DFT (the ωB97M-V functional and the def2-TZVPD basis) results for 2 unconnected molecules or ions with the total composition C5H14O.

Geometry as XYZ:
```
20
Properties=species:S:1:pos:R:3
H 0.898 -0.053 -1.086
H -1.819 -2.147 1.624
H -0.337 -1.360 -0.461
C 1.228 -1.113 1.006
H -1.887 -0.578 2.658
O 3.534 2.966 -4.303
C -2.142 -1.168 1.765
H -2.353 -0.334 -0.403
H 3.700 2.735 -5.251
H 0.622 -1.333 1.938
H -3.264 -1.223 1.852
H -0.674 1.155 -0.704
H 1.736 -1.961 0.612
C 0.340 -0.516 -0.050
H -2.823 0.689 0.939
H -0.375 1.270 1.279
C -2.043 -0.001 0.669
C -0.698 0.658 0.364
H 2.023 -0.365 1.361
H 4.335 2.678 -3.808
```

- Net charge: 0



Calculated relative energies: entry 1 0.0000; entry 2 0.0040; entry 3 0.0466, given in hartree